2 unconnected molecules or ions with the total composition CH3FOS in a non-equilibrium geometry, computed with wB97M-V/def2-TZVPD.

calculated total energy: -612.97913 Ha
energy relative to the best compared isomer or geometry (same formula, charge and spin): 48.6 kcal per mole
⟨S²⟩: 2.01
frontier orbital gap (alpha / beta): 0.2403 / 0.2681 Eh

```
! RIJCOSX wB97M-V def2-TZVPD def2/J DEFGRID3
* xyz 0 3
C 0.691 -0.654 -0.530
O 0.447 -0.216 0.554
F -2.951 0.457 0.887
S -2.714 -0.636 -0.301
H 1.726 -0.432 -1.081
H -0.062 -1.334 -1.060
H -2.506 -1.796 0.304
*
```